Entry 1:
{
  "formula": "C11H14BN7PtS",
  "method": "ωB97M-V/def2-TZVPD",
  "elements": ["C", "N", "N", "C", "C", "B", "N", "N", "C", "C", "C", "Pt", "N", "N", "C", "C", "C", "H", "H", "H", "H", "H", "H", "H", "H", "H", "H", "H", "C", "H", "H", "H", "S", "C", "N"],
  "positions_angstrom": [[2.888, -0.584, -1.434], [1.637, -0.154, -1.657], [1.535, 0.340, -2.943], [2.762, 0.239, -3.502], [3.642, -0.324, -2.583], [0.166, 0.876, -3.564], [-0.959, 0.006, -2.955], [-1.042, -0.343, -1.637], [-2.149, -1.066, -1.438], [-2.857, -1.099, -2.637], [-2.094, -0.390, -3.557], [0.303, 0.181, -0.225], [0.041, 2.198, -2.742], [-0.078, 2.050, -1.379], [-0.329, 3.249, -0.859], [-0.417, 4.203, -1.895], [-0.207, 3.496, -3.084], [-0.462, 3.357, 0.216], [-0.147, 3.831, -4.116], [-0.621, 5.262, -1.771], [0.201, 0.988, -4.762], [-2.200, -0.121, -4.590], [2.892, 0.586, -4.511], [-3.796, -1.587, -2.789], [4.692, -0.534, -2.712], [-2.272, -1.470, -0.455], [3.158, -1.050, -0.499], [-1.625, 0.891, 0.953], [-2.417, 0.620, 1.742], [-3.384, 1.028, 1.442], [-2.478, -0.469, 1.890], [-1.963, 1.035, 2.652], [1.722, -0.140, 1.498], [0.501, -0.979, 2.273], [-0.226, -1.508, 3.032]],
  "atomic_forces_ev_per_a": [[0.540, 0.529, -1.065], [0.105, -0.249, -0.353], [0.439, -0.753, 0.362], [-0.917, -0.133, 0.955], [-0.085, -0.304, 0.526], [0.757, 0.655, 1.645], [-0.659, -0.239, 0.093], [0.947, 0.059, -0.755], [0.013, 0.489, -0.859], [-0.205, -0.224, 0.488], [0.855, -0.195, 0.640], [-1.690, -0.123, -2.786], [-0.567, 0.506, -0.134], [0.206, 1.174, -0.595], [-0.086, 0.752, -0.270], [-0.090, -0.357, 0.204], [0.470, -0.755, 1.560], [0.104, 0.158, -0.378], [-0.141, -0.185, 0.240], [0.032, -0.309, -0.094], [-0.134, -0.107, 0.549], [-0.384, -0.248, -0.231], [0.136, -0.089, -0.177], [-0.223, -0.074, -0.150], [-0.098, -0.038, -0.086], [-0.614, -0.289, 0.149], [0.165, 0.047, -0.167], [-0.457, -0.330, 0.039], [1.195, -0.449, 0.109], [0.372, 0.177, 0.070], [0.022, 0.417, -0.289], [-0.648, 0.120, -0.145], [0.173, 0.359, 0.635], [-0.141, -0.507, 1.400], [0.603, 0.515, -1.132]],
  "charge": 2,
  "s_squared": 2.03,
  "multiplicity": 3,
  "max_force_ev_per_a": 3.26,
  "homo_lumo_gap_ev": [6.1170, 4.1910],
  "de_lowest_kj_mol": 0.0,
  "e_lumo_ha": [-0.3677, -0.4351],
  "total_energy_ev": -36803.34791
}

***

Entry 2:
{
  "formula": "C11H14Cl4F13N2S",
  "method": "ωB97M-V/def2-TZVPD",
  "elements": ["C", "C", "C", "C", "N", "N", "C", "C", "C", "F", "F", "C", "F", "F", "C", "F", "F", "C", "F", "F", "S", "F", "F", "F", "F", "F", "H", "H", "H", "H", "H", "H", "H", "H", "H", "H", "H", "H", "H", "H", "C", "Cl", "Cl", "Cl", "Cl"],
  "positions_angstrom": [[3.920, -2.939, 0.540], [3.765, -2.642, -0.943], [4.085, -1.200, -1.381], [3.944, -0.123, -0.321], [2.634, -0.107, 0.309], [2.065, 1.224, 0.266], [1.075, 1.291, 1.271], [-0.036, 2.241, 0.874], [-0.991, 1.838, -0.225], [-2.256, 2.271, 0.076], [-0.674, 2.467, -1.386], [-1.164, 0.358, -0.614], [-0.008, -0.209, -0.992], [-2.002, 0.338, -1.698], [-1.811, -0.532, 0.500], [-0.991, -1.550, 0.831], [-2.017, 0.219, 1.617], [-3.216, -1.103, 0.142], [-4.018, -0.149, -0.380], [-3.775, -1.536, 1.307], [-3.209, -2.626, -0.996], [-3.787, -1.790, -2.210], [-1.756, -2.322, -1.494], [-2.652, -3.502, 0.178], [-4.698, -2.952, -0.543], [-3.229, -3.919, -1.901], [2.996, -2.682, 1.045], [4.072, -3.996, 0.711], [4.695, -2.353, 1.008], [4.454, -3.296, -1.475], [2.782, -2.915, -1.294], [5.106, -1.161, -1.754], [3.439, -0.947, -2.213], [4.739, -0.234, 0.420], [4.105, 0.839, -0.789], [2.777, -0.405, 1.274], [1.490, 1.710, 2.223], [0.659, 0.313, 1.549], [0.424, 3.168, 0.565], [-0.632, 2.474, 1.753], [-4.058, 5.285, 0.827], [-5.143, 4.209, 1.716], [-4.743, 6.921, 0.813], [-2.484, 5.318, 1.620], [-3.880, 4.706, -0.824]],
  "atomic_forces_ev_per_a": [[-0.806, 0.095, -0.069], [0.719, 0.129, -0.204], [-0.100, -0.206, 0.202], [-0.171, -0.074, 0.027], [-0.046, -0.346, -0.044], [-0.130, 0.229, -0.310], [0.795, 0.091, -0.389], [-0.151, -0.059, 0.495], [0.652, 0.266, -0.047], [-0.451, 0.088, 0.045], [0.067, 0.074, -0.298], [0.580, -0.533, -0.387], [-0.670, 0.310, 0.108], [0.218, -0.040, 0.023], [0.214, 0.243, 0.317], [-0.404, 0.377, 0.076], [0.057, -0.367, -0.226], [-0.728, -0.021, 0.401], [0.376, -0.764, 0.686], [0.245, 0.355, -0.661], [-0.446, 0.566, -0.335], [-0.023, -0.069, -0.084], [0.369, -0.087, -0.148], [0.181, -0.304, 0.391], [-0.143, -0.075, 0.017], [-0.076, -0.067, -0.123], [-0.191, 0.163, 0.212], [0.275, -0.312, 0.098], [0.468, -0.004, 0.090], [0.104, -0.185, -0.245], [-0.445, -0.080, 0.119], [0.315, 0.017, -0.119], [-0.201, 0.119, -0.249], [0.216, -0.013, 0.137], [-0.039, 0.352, -0.089], [0.002, 0.174, 0.250], [-0.269, -0.092, 0.500], [-0.207, -0.276, 0.009], [0.173, 0.284, -0.302], [-0.315, 0.001, 0.167], [0.091, -0.074, -0.018], [-0.021, -0.015, 0.019], [-0.033, 0.045, 0.005], [-0.001, 0.002, -0.003], [-0.050, 0.085, -0.045]],
  "charge": -1,
  "max_force_ev_per_a": 1.09,
  "homo_lumo_gap_ev": 3.3229,
  "e_lumo_ha": 0.0770,
  "total_energy_ev": -110862.87178
}

***

Entry 3:
{
  "formula": "C11H14ClMnNO12P2",
  "method": "ωB97M-V/def2-TZVPD",
  "elements": ["Mn", "O", "P", "O", "O", "O", "P", "O", "O", "O", "H", "H", "N", "C", "C", "O", "O", "H", "H", "H", "H", "C", "C", "C", "C", "Cl", "C", "C", "C", "O", "C", "C", "O", "O", "H", "H", "H", "H", "H", "H", "H", "H"],
  "positions_angstrom": [[0.178, 0.078, 0.279], [3.389, 0.303, -2.353], [2.884, 0.883, -0.961], [3.950, 1.099, 0.003], [1.716, -0.079, -0.574], [2.113, 2.211, -1.481], [0.887, 2.933, -0.699], [0.212, 3.710, -1.910], [1.222, 3.791, 0.421], [-0.092, 1.745, -0.393], [4.358, 0.252, -2.342], [0.259, 3.236, -2.750], [-1.955, -0.103, 0.229], [-2.338, -1.507, 0.015], [-1.143, -2.428, 0.364], [-1.310, -3.606, 0.509], [-0.010, -1.784, 0.419], [-2.257, 0.217, 1.143], [-2.364, 0.521, -0.458], [-2.569, -1.679, -1.035], [-3.187, -1.807, 0.625], [1.352, -3.211, 5.505], [2.525, -2.549, 4.840], [3.728, -3.209, 4.664], [4.791, -2.586, 4.023], [6.285, -3.436, 3.827], [4.659, -1.300, 3.536], [3.462, -0.620, 3.709], [2.407, -1.233, 4.371], [1.190, -0.646, 4.609], [0.976, 0.680, 4.195], [0.839, 0.736, 2.672], [1.705, 1.182, 1.944], [-0.242, 0.201, 2.179], [1.611, -4.215, 5.834], [0.513, -3.274, 4.809], [1.014, -2.630, 6.364], [3.842, -4.223, 5.024], [5.476, -0.829, 3.008], [3.367, 0.370, 3.286], [1.784, 1.347, 4.496], [0.039, 0.986, 4.658]],
  "atomic_forces_ev_per_a": [[-1.679, -0.465, 1.060], [0.015, 0.008, 0.137], [0.703, 0.479, -0.548], [-0.069, -0.016, 0.060], [0.187, -0.574, -0.090], [-0.133, -0.214, 0.553], [0.223, 0.373, -0.366], [0.021, -0.088, 0.028], [-0.006, 0.022, -0.038], [-0.377, -0.194, 0.119], [-0.202, -0.035, -0.011], [-0.005, 0.047, 0.093], [0.392, -0.006, -0.126], [0.402, -0.389, 0.148], [-0.979, 0.200, -0.172], [0.232, 0.060, 0.040], [0.886, 0.452, -0.107], [0.155, 0.080, 0.094], [0.166, 0.096, -0.071], [-0.062, 0.060, -0.005], [-0.065, 0.079, -0.038], [0.020, 0.066, -0.046], [-0.144, 0.123, 0.035], [0.062, 0.039, -0.033], [-0.237, 0.194, 0.004], [0.171, -0.109, -0.034], [0.118, -0.159, 0.017], [-0.219, 0.125, 0.041], [0.464, -0.271, -0.118], [-0.262, 0.032, 0.108], [-0.133, -0.131, -0.152], [0.767, 0.379, 0.464], [-0.271, -0.063, -0.160], [-0.195, -0.202, -0.965], [-0.004, -0.006, 0.006], [-0.020, -0.031, 0.043], [-0.011, -0.032, 0.009], [-0.007, -0.004, 0.005], [-0.001, 0.010, 0.011], [0.056, -0.035, 0.050], [0.021, 0.038, -0.061], [0.021, 0.059, 0.014]],
  "charge": 0,
  "s_squared": 3.94,
  "multiplicity": 4,
  "max_force_ev_per_a": 2.04,
  "homo_lumo_gap_ev": [4.0419, 6.3739],
  "e_lumo_ha": [-0.1598, -0.0745],
  "total_energy_ev": -100122.06313
}

***

Entry 4:
{
  "formula": "C11H14FNOS",
  "method": "ωB97M-V/def2-TZVPD",
  "elements": ["C", "C", "C", "C", "O", "C", "F", "N", "C", "C", "C", "C", "C", "C", "S", "H", "H", "H", "H", "H", "H", "H", "H", "H", "H", "H", "H", "H", "H"],
  "positions_angstrom": [[-0.720, -0.782, -4.948], [0.662, -1.250, -4.421], [0.828, -1.516, -2.880], [1.281, -0.334, -1.928], [0.948, -0.744, -0.624], [0.498, 0.097, 0.293], [0.261, 1.294, -0.242], [0.391, -0.227, 1.482], [-0.163, 0.567, 2.523], [-0.701, 1.862, 2.451], [-1.080, 2.458, 3.621], [-1.088, 1.794, 4.878], [-0.743, 0.469, 4.925], [-0.222, -0.077, 3.759], [0.443, -1.722, 3.837], [-0.584, 0.120, -5.483], [-1.222, -1.484, -5.593], [-1.288, -0.490, -4.110], [0.889, -2.283, -4.721], [1.560, -0.489, -4.638], [-0.200, -1.795, -2.578], [1.688, -2.232, -2.833], [2.402, -0.197, -2.075], [0.686, 0.592, -2.284], [-0.824, 2.370, 1.547], [-1.254, 3.617, 3.486], [-1.610, 2.215, 5.742], [-0.768, 0.013, 5.798], [-0.070, -1.846, 5.018]],
  "atomic_forces_ev_per_a": [[1.846, -0.156, 0.424], [2.220, 0.843, 0.888], [0.240, 1.098, -0.028], [-0.744, 0.567, -3.209], [0.165, -0.360, 0.482], [0.792, -0.054, -0.706], [-0.452, 0.735, 0.258], [-0.676, 0.346, 0.973], [-0.322, -0.308, -0.069], [0.702, -1.516, 0.963], [-0.315, 3.084, 0.809], [-1.364, 0.841, -1.009], [0.574, 2.999, -4.193], [0.682, -1.245, -0.194], [0.238, 0.180, -1.102], [0.091, 0.911, -0.868], [-0.144, -0.358, 0.081], [-1.215, 0.011, 0.972], [0.151, 0.691, -1.005], [-1.920, -1.802, -0.336], [0.923, -0.729, 0.520], [-1.439, -0.128, 0.476], [-1.411, 0.151, 0.559], [1.217, -1.259, 0.902], [0.159, 0.712, -1.201], [-0.207, -2.499, 0.806], [0.623, 0.305, -0.238], [-0.132, -2.478, 3.740], [-0.279, -0.582, 1.305]],
  "charge": 0,
  "max_force_ev_per_a": 5.19,
  "homo_lumo_gap_ev": 8.7439,
  "smiles": "CCCCO/C(F)=N/c1ccccc1S",
  "de_lowest_kj_mol": 86.5,
  "e_lumo_ha": 0.0299,
  "total_energy_ev": -28722.14843
}

***

Entry 5:
{
  "formula": "C11H14IN4O3S",
  "method": "ωB97M-V/def2-TZVPD",
  "elements": ["C", "C", "C", "I", "C", "C", "C", "C", "N", "C", "N", "S", "N", "C", "C", "N", "H", "H", "H", "H", "H", "H", "H", "H", "H", "H", "H", "H", "H", "C", "O", "O", "O", "H"],
  "positions_angstrom": [[-1.021, 2.272, -0.343], [-0.708, 0.920, -0.912], [-0.573, -0.259, -0.073], [-0.874, 0.033, 1.977], [-0.299, -1.531, -0.508], [-0.107, -2.763, 0.329], [1.033, -2.746, 1.345], [2.351, -2.200, 0.777], [2.942, -1.075, 1.502], [-0.174, -1.660, -1.932], [0.079, -2.790, -2.613], [0.136, -2.415, -4.167], [-0.106, -0.833, -4.088], [-0.284, -0.526, -2.796], [-0.533, 0.779, -2.272], [-0.655, 1.820, -3.208], [-1.313, 2.972, -1.121], [-1.851, 2.251, 0.357], [-0.182, 2.695, 0.205], [0.110, -3.572, -0.363], [-1.050, -3.026, 0.812], [0.764, -2.189, 2.240], [1.184, -3.777, 1.662], [2.199, -1.880, -0.252], [3.081, -3.010, 0.736], [2.643, -0.194, 1.110], [2.652, -1.075, 2.470], [-0.153, 1.589, -4.055], [-0.282, 2.688, -2.846], [-2.010, 4.298, 3.151], [-1.771, 4.176, 1.924], [-1.541, 3.183, 3.925], [-2.521, 5.206, 3.800], [-1.166, 2.637, 3.229]],
  "atomic_forces_ev_per_a": [[-0.075, -0.171, -0.080], [0.091, -0.298, -0.408], [-0.021, 0.050, -0.179], [-0.190, 0.156, 0.075], [0.060, 0.340, -0.293], [-0.164, -0.151, -0.029], [0.149, -0.058, 0.076], [0.094, 0.043, 0.063], [0.139, 0.001, -0.097], [0.124, 0.001, -0.105], [-0.137, -0.035, 0.317], [0.110, 0.160, 0.196], [-0.184, 0.356, 0.032], [0.113, -0.291, 0.010], [-0.132, -0.130, 0.008], [0.503, 0.081, 0.276], [0.029, 0.054, -0.050], [-0.015, 0.025, 0.164], [0.043, 0.074, 0.108], [-0.094, -0.102, -0.148], [-0.054, 0.029, 0.159], [0.021, -0.006, -0.069], [-0.035, -0.109, 0.091], [0.032, 0.000, -0.125], [0.097, -0.054, 0.011], [-0.128, 0.052, 0.024], [0.005, -0.001, 0.084], [-0.172, -0.094, -0.107], [-0.226, 0.063, 0.003], [0.421, 0.140, -0.095], [-0.151, -0.101, 0.109], [-0.216, 0.201, -0.027], [-0.151, -0.080, 0.049], [0.115, -0.148, -0.041]],
  "charge": -1,
  "max_force_ev_per_a": 0.58,
  "homo_lumo_gap_ev": 5.9483,
  "e_lumo_ha": 0.0530,
  "total_energy_ev": -42675.41437
}

***

Entry 6:
{
  "formula": "C11H14N2",
  "method": "ωB97M-V/def2-TZVPD",
  "elements": ["C", "C", "C", "C", "C", "C", "C", "H", "H", "H", "H", "H", "H", "H", "H", "C", "C", "C", "C", "N", "N", "H", "H", "H", "H", "H", "H"],
  "positions_angstrom": [[0.937, 3.123, 0.629], [-1.223, 0.850, -1.512], [-1.378, 1.539, -2.743], [-0.509, 1.301, -0.347], [0.108, 2.529, -0.481], [-0.523, 2.603, -2.855], [0.175, 3.171, -1.712], [-1.731, -0.099, -1.337], [-2.105, 1.148, -3.354], [-0.512, 0.737, 0.552], [-0.436, 3.156, -3.761], [0.247, 3.666, 1.399], [1.590, 3.885, 0.232], [0.697, 4.131, -1.816], [1.566, 2.402, 1.091], [1.863, -2.545, 2.236], [-0.565, -3.153, -0.276], [0.675, -2.626, 1.463], [-0.626, -2.898, 1.982], [0.704, -2.859, 0.102], [-1.425, -3.218, 0.840], [-0.938, -3.390, -1.329], [-2.431, -3.090, 0.777], [-0.931, -2.876, 3.040], [2.598, -2.036, 1.592], [2.422, -3.472, 2.492], [1.755, -1.980, 3.098]],
  "atomic_forces_ev_per_a": [[-2.003, 1.659, 0.794], [-1.501, -1.175, 0.070], [2.463, -0.675, 4.340], [-0.125, 0.713, -1.360], [1.474, 0.549, -0.184], [0.019, 1.616, -0.749], [-0.336, -0.351, 0.014], [-0.385, 0.028, -0.384], [-1.147, -0.545, -2.077], [0.067, -0.383, 0.693], [-0.171, 0.425, -0.790], [1.231, -1.082, -0.926], [0.203, 0.359, -0.183], [-0.150, -0.423, 0.039], [0.315, -0.780, 0.737], [3.571, -0.067, -0.955], [0.696, 0.162, 1.036], [-4.652, -2.780, -0.498], [1.268, 0.684, -1.894], [-2.448, -0.299, -0.651], [1.856, 0.722, 0.132], [0.732, 0.585, 1.810], [0.451, -0.198, 0.060], [-0.241, -0.036, -1.002], [-0.052, 0.185, 0.333], [-0.889, 0.048, -0.153], [-0.247, 1.057, 1.748]],
  "charge": -1,
  "s_squared": 0.76,
  "multiplicity": 2,
  "max_force_ev_per_a": 5.44,
  "homo_lumo_gap_ev": [1.9640, 6.2000],
  "de_lowest_kj_mol": 147.1,
  "e_lumo_ha": [0.1150, 0.1133],
  "total_energy_ev": -14611.49133
}

***

> Number 5 is which compound?

C11H14IN4O3S

***

What did the fourth record say?
{
  "formula": "C11H14FNOS",
  "method": "ωB97M-V/def2-TZVPD",
  "elements": ["C", "C", "C", "C", "O", "C", "F", "N", "C", "C", "C", "C", "C", "C", "S", "H", "H", "H", "H", "H", "H", "H", "H", "H", "H", "H", "H", "H", "H"],
  "positions_angstrom": [[-0.720, -0.782, -4.948], [0.662, -1.250, -4.421], [0.828, -1.516, -2.880], [1.281, -0.334, -1.928], [0.948, -0.744, -0.624], [0.498, 0.097, 0.293], [0.261, 1.294, -0.242], [0.391, -0.227, 1.482], [-0.163, 0.567, 2.523], [-0.701, 1.862, 2.451], [-1.080, 2.458, 3.621], [-1.088, 1.794, 4.878], [-0.743, 0.469, 4.925], [-0.222, -0.077, 3.759], [0.443, -1.722, 3.837], [-0.584, 0.120, -5.483], [-1.222, -1.484, -5.593], [-1.288, -0.490, -4.110], [0.889, -2.283, -4.721], [1.560, -0.489, -4.638], [-0.200, -1.795, -2.578], [1.688, -2.232, -2.833], [2.402, -0.197, -2.075], [0.686, 0.592, -2.284], [-0.824, 2.370, 1.547], [-1.254, 3.617, 3.486], [-1.610, 2.215, 5.742], [-0.768, 0.013, 5.798], [-0.070, -1.846, 5.018]],
  "atomic_forces_ev_per_a": [[1.846, -0.156, 0.424], [2.220, 0.843, 0.888], [0.240, 1.098, -0.028], [-0.744, 0.567, -3.209], [0.165, -0.360, 0.482], [0.792, -0.054, -0.706], [-0.452, 0.735, 0.258], [-0.676, 0.346, 0.973], [-0.322, -0.308, -0.069], [0.702, -1.516, 0.963], [-0.315, 3.084, 0.809], [-1.364, 0.841, -1.009], [0.574, 2.999, -4.193], [0.682, -1.245, -0.194], [0.238, 0.180, -1.102], [0.091, 0.911, -0.868], [-0.144, -0.358, 0.081], [-1.215, 0.011, 0.972], [0.151, 0.691, -1.005], [-1.920, -1.802, -0.336], [0.923, -0.729, 0.520], [-1.439, -0.128, 0.476], [-1.411, 0.151, 0.559], [1.217, -1.259, 0.902], [0.159, 0.712, -1.201], [-0.207, -2.499, 0.806], [0.623, 0.305, -0.238], [-0.132, -2.478, 3.740], [-0.279, -0.582, 1.305]],
  "charge": 0,
  "max_force_ev_per_a": 5.19,
  "homo_lumo_gap_ev": 8.7439,
  "smiles": "CCCCO/C(F)=N/c1ccccc1S",
  "de_lowest_kj_mol": 86.5,
  "e_lumo_ha": 0.0299,
  "total_energy_ev": -28722.14843
}